{
  "formula": "C64H176N16O16",
  "method": "wB97M-V/def2-TZVPD",
  "total_energy_ev": -125811.498,
  "homo_ev": -8.5,
  "species": ["H", "H", "O", "H", "C", "H", "H", "O", "H", "H", "O", "H", "H", "C", "H", "H", "H", "H", "N", "H", "C", "H", "H", "H", "H", "H", "H", "C", "H", "C", "C", "N", "N", "H", "H", "H", "N", "H", "C", "C", "C", "H", "C", "C", "H", "H", "H", "H", "H", "O", "C", "H", "H", "H", "H", "H", "N", "H", "C", "H", "H", "H", "H", "H", "C", "C", "C", "H", "H", "H", "H", "C", "H", "N", "H", "H", "N", "H", "H", "H", "H", "O", "H", "H", "N", "H", "H", "H", "H", "H", "C", "C", "H", "C", "H", "H", "N", "C", "H", "H", "H", "C", "H", "H", "H", "O", "H", "H", "H", "H", "H", "H", "H", "H", "H", "C", "N", "H", "C", "H", "N", "H", "H", "C", "H", "H", "N", "H", "O", "H", "H", "H", "H", "C", "C", "C", "C", "H", "H", "H", "H", "H", "C", "H", "H", "H", "H", "H", "H", "H", "H", "C", "O", "H", "H", "H", "H", "C", "H", "O", "H", "O", "H", "H", "H", "H", "C", "H", "H", "H", "H", "H", "C", "C", "H", "H", "H", "N", "H", "N", "C", "H", "H", "C", "H", "H", "H", "C", "C", "H", "H", "H", "H", "H", "H", "C", "C", "C", "H", "C", "H", "H", "H", "H", "H", "H", "H", "H", "H", "C", "C", "C", "H", "C", "C", "H", "H", "C", "H", "O", "C", "C", "H", "H", "O", "C", "H", "H", "H", "H", "H", "H", "N", "C", "H", "H", "H", "C", "H", "C", "H", "O", "C", "H", "C", "H", "O", "H", "C", "H", "C", "H", "C", "H", "H", "O", "C", "H", "H", "C", "H", "H", "H", "H", "H", "H", "N", "C", "H", "O", "H", "C"],
  "xyz": [[0.158, -2.002, 1.315], [5.644, -2.800, -5.909], [-5.026, 0.345, 1.282], [-2.082, -2.480, 3.325], [6.910, 2.541, 2.132], [-6.601, 3.167, 5.040], [3.551, 4.668, 1.648], [6.116, 5.341, 0.476], [-4.236, 4.250, -3.588], [0.280, -6.360, -2.708], [3.785, 0.045, 0.136], [6.877, -6.148, -7.182], [-3.472, -3.429, 1.242], [-1.809, 6.900, 0.255], [-0.847, -1.911, -2.764], [-0.773, 0.237, 0.094], [-5.337, 1.026, 5.913], [9.152, 3.933, 1.943], [-2.531, 2.404, 0.402], [-0.643, 5.147, -5.362], [4.724, 2.828, -5.142], [-4.130, 3.578, 6.647], [-2.577, 2.389, 3.728], [-4.160, -6.119, -1.777], [6.820, -4.366, -7.407], [-4.291, -0.924, -1.126], [-2.964, 4.377, -2.450], [-2.231, 2.850, -4.679], [-0.416, -4.476, 2.817], [5.938, 6.602, 1.031], [-1.813, 1.896, -0.753], [-0.241, -2.525, 2.058], [3.119, 4.828, -4.886], [-6.877, 0.993, 0.857], [-1.906, 4.699, 5.984], [-0.570, 4.726, -3.594], [3.167, 4.521, -1.687], [-1.934, -7.727, 4.497], [-4.764, -2.773, -4.359], [-3.998, -2.579, 1.617], [-1.526, 2.547, 4.021], [5.918, 1.843, -2.213], [5.115, -3.705, -5.631], [3.482, -4.249, 3.497], [-1.669, 4.771, 0.235], [-5.283, 9.151, -1.499], [-3.381, 1.961, 0.660], [-5.153, -7.400, 1.738], [-4.989, -2.603, 1.132], [5.341, -6.259, -3.779], [2.723, -0.282, 1.079], [-3.427, -7.048, 1.308], [4.777, -3.557, -4.585], [-4.427, 0.400, 3.185], [5.260, 1.825, 4.275], [5.024, 7.092, 1.008], [1.239, -3.357, -3.918], [0.861, 3.406, 4.228], [5.848, 1.015, 3.816], [5.454, 5.992, -1.382], [-1.342, 7.097, -0.745], [3.444, 5.983, -0.320], [-5.751, -1.903, -1.327], [1.814, -5.248, 1.999], [0.661, -5.626, -3.444], [3.213, 3.433, -5.226], [-2.260, -7.156, 3.689], [-2.996, -2.069, -3.409], [-3.147, -0.953, 6.436], [-1.367, 5.617, 1.853], [3.691, 4.980, -4.052], [-5.744, 3.797, 5.318], [0.632, -4.394, 0.027], [-2.109, 4.811, 5.010], [1.270, 3.188, -4.344], [-4.003, -3.224, 5.589], [-3.309, 4.711, -3.369], [-2.561, -5.792, -1.413], [9.994, 2.829, 3.093], [-0.174, -5.394, -4.078], [-4.345, 0.235, -4.638], [-3.629, 8.301, -0.551], [0.211, -8.533, 3.276], [-5.499, 1.887, -2.252], [-1.499, 7.990, 1.217], [-2.214, 8.028, 1.928], [-5.321, 7.416, -1.236], [-3.093, 4.676, 4.786], [-5.172, 5.063, 2.305], [-1.192, 4.474, 3.189], [-0.609, 0.622, 3.108], [4.021, -3.647, -0.642], [3.150, -0.076, 2.044], [1.186, -4.326, -2.856], [-0.627, -5.572, 0.686], [-0.089, 0.318, 4.071], [5.255, 1.514, -1.532], [-0.025, -7.539, 2.839], [-3.932, -5.283, -0.341], [5.714, -8.290, -3.789], [5.766, -1.166, -1.210], [5.275, 5.161, -0.728], [-6.323, 3.795, 7.713], [-1.456, -2.781, -5.132], [6.452, 3.354, 2.650], [2.058, 1.298, -4.765], [0.134, 2.529, 0.077], [-3.466, -1.724, 1.312], [-7.054, 0.490, -1.266], [-1.295, -2.061, -1.096], [6.753, -4.827, -5.055], [0.413, 4.162, 5.858], [0.578, -3.882, -2.061], [-1.962, 2.456, 1.222], [-3.715, -0.791, 4.814], [5.337, -0.969, -2.193], [-2.473, -2.618, -5.266], [-0.152, 5.633, 0.620], [-3.386, 0.843, -4.599], [-5.185, -3.590, -5.058], [-4.564, -7.000, 4.437], [-3.506, 6.300, -1.031], [3.683, -5.370, 3.425], [-3.068, -2.765, 5.192], [2.957, -0.994, -1.406], [-2.296, 2.026, -1.779], [6.367, -5.226, -7.041], [-3.550, -5.008, -3.720], [-4.146, -2.663, 3.001], [4.272, -2.860, 0.071], [5.169, 1.595, 1.658], [5.520, -7.106, -5.646], [-5.554, 1.646, 2.705], [2.229, 2.654, -4.282], [1.630, -4.211, 2.196], [-6.196, 0.194, 0.547], [3.347, -0.028, -1.174], [-1.485, 8.821, 0.709], [-3.859, -8.594, 3.380], [-1.978, -0.927, 5.094], [8.725, 3.829, 3.688], [-2.366, -6.060, 4.010], [-2.986, -4.170, -3.229], [-6.699, -0.775, 0.704], [-4.023, 6.636, 0.633], [3.244, -4.720, -2.805], [2.472, -1.341, 0.929], [0.781, 5.086, 4.449], [3.959, -4.598, -0.094], [7.231, -7.233, -4.056], [-1.811, -3.119, 6.878], [-5.993, 0.354, -0.889], [2.130, -3.814, 3.501], [-2.789, 0.357, -3.807], [-5.963, 5.696, 3.738], [4.223, 3.263, 0.749], [-1.378, 1.986, 4.962], [-2.477, 4.353, -4.537], [2.972, 3.305, -6.308], [-0.718, 2.022, 3.059], [-5.493, 2.547, 8.333], [-1.406, -7.326, 2.573], [0.484, -6.766, 3.458], [-5.303, -2.774, -3.406], [5.415, 0.064, 4.009], [3.540, 5.357, -5.665], [-2.947, -1.289, 5.413], [4.680, -1.771, -2.436], [-4.215, -7.405, 5.300], [5.040, 2.788, -4.104], [4.914, 1.828, -5.611], [1.445, -6.101, -4.103], [-1.144, 5.114, -4.423], [-5.012, 8.366, -0.774], [-1.650, 2.523, -3.814], [4.157, 0.711, -3.018], [-2.907, 0.580, -5.539], [-1.990, -3.459, 5.937], [2.209, 4.721, -1.814], [-5.934, 2.912, 7.481], [-4.463, 1.712, 5.882], [-2.463, -0.119, -0.259], [-1.073, -3.918, 0.282], [9.061, 3.227, 2.802], [4.070, -3.682, 2.824], [-2.720, -4.124, 3.462], [5.765, 1.282, -0.699], [-4.975, 3.070, 6.339], [5.195, -6.170, -5.159], [-1.585, 0.054, 3.151], [1.024, 0.591, -2.943], [1.617, -2.415, -3.569], [-6.657, 4.275, 2.889], [-6.104, -0.167, 3.020], [-3.688, 1.384, 6.687], [5.913, -4.962, -5.668], [6.207, -7.287, -3.495], [-0.422, 2.513, -0.877], [6.091, -0.492, 1.266], [-3.536, -5.337, -1.360], [6.904, 2.976, 1.074], [-5.025, -1.862, -4.927], [-2.114, -4.449, 6.010], [3.272, 3.516, -1.767], [2.228, -3.697, 1.452], [-4.478, -6.004, 4.433], [0.034, 1.096, -4.387], [2.546, 3.629, 0.678], [0.186, 1.938, -1.650], [0.965, 0.642, -4.067], [-0.681, -1.485, -1.803], [6.051, 1.349, 2.288], [4.170, -3.661, -6.188], [2.454, -4.496, -2.088], [-0.237, -4.533, 0.665], [-3.949, 1.683, 4.948], [7.609, -0.128, 1.910], [-5.291, -0.922, -1.546], [5.765, 4.272, -1.145], [-3.544, -4.098, -1.939], [-1.214, 5.574, 0.791], [-3.267, 6.941, -0.156], [1.795, 0.339, 0.965], [-1.483, 6.043, -4.149], [-3.567, 2.252, -4.598], [0.153, -3.940, 2.019], [6.140, 6.658, 2.143], [6.859, 0.995, 4.288], [3.998, -4.013, 4.504], [-4.364, 1.617, -1.140], [-0.121, 0.223, 2.231], [6.425, -7.192, -2.404], [-5.366, 1.630, -1.261], [-1.592, 0.374, -0.681], [6.159, -0.858, -2.941], [0.963, -0.406, -4.438], [0.080, -2.132, 2.937], [-5.310, 0.552, 2.621], [-2.797, -3.176, -5.998], [-2.935, -3.021, 3.716], [0.491, -7.521, 1.870], [8.232, 2.144, 2.526], [-3.265, -2.906, -4.041], [-2.955, 4.803, -5.424], [-3.734, -7.506, 3.366], [-4.461, -5.926, 2.183], [2.813, -3.329, -1.352], [-1.931, -4.516, -3.211], [3.521, 4.131, 0.717], [0.348, -1.384, -1.519], [-5.722, 4.791, 3.216], [1.775, -3.672, -4.694], [-1.157, 4.041, 4.205], [-5.246, -0.781, -2.647], [2.559, 2.557, -3.206], [-1.216, -0.147, -1.930], [0.281, 4.153, 4.734], [6.594, 7.386, 0.614], [-6.129, 4.724, 5.613], [4.552, 0.368, -2.083], [-5.560, 8.579, 0.156], [4.906, -3.625, -1.277], [-0.443, 3.489, -1.245], [5.417, 3.599, -5.632], [-1.822, 2.591, -5.671], [2.293, -5.321, -1.332], [6.684, 0.193, 1.578], [3.803, 4.990, -0.481], [4.165, -6.016, -5.494], [-4.961, 3.996, 4.096], [2.558, 0.768, -1.340], [-4.200, -6.952, 2.044]],
  "forces_ev_per_angstrom": [[0.57, 0.43, -0.84], [0.46, 0.02, -0.06], [0.81, -0.97, -0.70], [0.08, 0.25, -0.13], [1.18, 0.16, -1.91], [-0.10, 0.05, 0.06], [0.28, 0.22, 0.48], [-1.58, 0.18, -0.70], [1.35, 0.67, 1.00], [0.54, 0.35, -0.20], [-0.93, -0.29, 1.81], [-0.56, 2.16, 0.33], [0.59, -0.93, -0.36], [0.49, 0.64, -0.57], [0.48, -0.58, -0.83], [-0.49, -0.16, -0.68], [0.71, 0.09, -0.23], [0.05, -0.49, 0.39], [0.34, 0.91, -0.93], [0.78, -0.08, -0.48], [-0.23, 1.36, -0.77], [1.75, 1.67, 0.54], [0.02, 0.43, 0.10], [-0.70, 0.12, -1.03], [-0.06, -1.45, 0.08], [0.37, -0.22, -0.17], [-0.16, -0.08, -0.98], [-2.42, 0.76, -0.21], [0.44, 0.51, -0.35], [2.44, 1.25, 2.01], [0.41, -1.17, -1.03], [-0.18, -0.82, 1.08], [0.85, 0.57, -0.47], [-0.27, 0.01, 0.16], [-0.23, -0.07, 0.44], [0.60, -0.24, 0.05], [1.51, -0.78, -0.87], [0.66, -1.03, 1.62], [-0.62, -0.80, -1.00], [-0.94, -0.94, -0.16], [-0.96, 0.63, 1.51], [0.29, 0.14, -0.16], [-1.51, 0.94, 1.32], [1.11, -0.58, 3.51], [-0.03, -0.66, 0.44], [0.49, -0.08, 0.29], [-0.82, -0.68, -0.19], [0.37, -0.26, -0.08], [0.28, 0.23, 0.41], [-0.75, 0.41, -0.03], [0.49, 0.34, -1.24], [0.20, -0.10, -0.59], [0.32, 0.10, -0.28], [0.95, -0.30, 0.50], [0.10, -0.34, 0.12], [-2.57, 0.10, -0.66], [0.03, 2.75, 0.88], [0.43, -0.71, 0.21], [0.85, 1.72, -0.82], [0.08, 0.53, -0.53], [0.26, 0.29, 0.95], [-0.61, 0.78, 0.32], [-0.04, 0.59, 0.03], [0.12, -1.01, 0.27], [0.55, -0.75, 0.14], [1.33, -2.27, 0.05], [-1.26, 2.22, -1.54], [-0.19, 0.28, 0.60], [0.21, -0.30, 0.01], [-0.32, -0.58, 0.32], [-0.34, 0.26, -0.08], [0.30, -1.48, -2.94], [-0.11, -0.32, -0.50], [0.54, 0.01, -0.38], [0.07, -0.09, 0.24], [-0.07, 0.89, -0.61], [-1.44, -0.85, -0.73], [0.87, -0.07, 0.49], [1.31, -0.39, 0.00], [-0.39, 0.15, -0.43], [0.67, 1.35, 0.22], [0.74, -0.71, 0.27], [-0.50, 0.44, 0.00], [-0.11, -0.49, 0.75], [0.58, -2.12, -0.15], [-0.13, 0.11, 0.05], [-0.40, 0.19, 0.27], [0.36, -0.24, 0.00], [0.21, -0.36, 0.39], [0.21, -0.37, 0.47], [-0.71, -1.03, 1.53], [0.17, 0.71, 0.31], [0.02, -0.20, 0.54], [-0.39, 0.54, 0.73], [0.64, 0.49, 0.12], [-0.17, 0.22, -1.04], [-0.42, 0.03, -0.29], [0.58, -0.12, -0.07], [0.57, 0.32, 0.06], [0.90, 1.21, 0.73], [0.18, -0.07, -0.02], [2.25, -0.91, 0.87], [-0.34, 0.88, 0.29], [-0.91, 0.05, -0.05], [0.21, 0.80, 1.26], [-0.53, 0.25, 1.17], [-0.28, -0.17, -0.22], [0.65, 1.36, -0.36], [1.02, -0.62, 0.08], [0.35, 0.06, 0.12], [1.32, 0.29, 1.27], [-0.47, -0.62, -1.12], [-0.97, -0.28, -0.35], [0.66, 0.02, 0.34], [0.15, -0.01, -0.07], [1.39, 1.85, -0.56], [0.96, 0.08, 1.99], [0.46, -0.18, -0.07], [-1.07, -1.51, -0.94], [0.87, 0.73, 1.26], [-0.21, -0.98, 0.04], [0.43, 0.07, 0.38], [-0.77, 1.22, -0.48], [-0.15, -1.30, 1.43], [-0.36, -0.75, -0.35], [-0.13, 0.36, 1.40], [0.25, -0.35, -0.68], [0.53, 0.36, -0.12], [0.29, 0.07, 1.65], [-0.61, 0.19, 0.16], [-0.13, -0.50, 1.00], [0.10, 0.39, 0.07], [-0.43, -0.91, 0.54], [0.30, -0.82, -0.80], [-0.15, 1.02, 1.02], [-0.83, 0.57, 0.86], [-0.14, 3.11, -1.04], [-0.22, 1.77, -0.60], [0.17, -0.01, -0.17], [0.29, -0.03, 0.02], [-0.13, -0.37, -0.61], [0.85, -1.14, -0.37], [-0.75, -1.51, -1.43], [0.20, 0.06, 0.34], [0.98, 0.17, -0.28], [0.46, -0.45, 0.16], [-0.11, 0.12, 0.33], [-0.46, 0.15, -0.16], [-0.13, 0.13, -0.27], [-1.64, 0.10, 0.78], [-0.34, 0.26, -0.37], [-0.70, -0.53, -3.15], [0.39, -1.39, -1.23], [-0.02, 0.88, 0.19], [-0.47, 0.78, 0.09], [-0.21, 0.73, 0.06], [-0.05, 0.24, 0.14], [1.13, 0.49, 0.47], [-0.55, -0.05, 0.92], [1.28, -1.11, -1.92], [-0.07, 0.17, -0.64], [0.43, 0.02, 0.19], [-0.71, -0.21, -0.12], [-0.11, -0.20, -0.46], [-0.66, -0.77, -0.11], [-0.26, -0.14, 0.73], [-1.12, 0.72, 0.35], [-0.41, -0.56, -0.49], [-0.28, 0.46, 0.20], [-0.03, -0.07, 0.31], [-0.56, 0.86, 0.31], [-0.66, 0.33, 0.75], [-1.06, -2.03, 0.09], [-0.38, -0.08, -0.58], [0.32, -0.25, -0.23], [-0.28, -0.24, -0.80], [0.31, -0.25, -0.24], [0.82, 0.47, -0.45], [-1.04, 0.55, 0.26], [0.91, -1.17, -0.29], [-0.02, -0.93, 2.65], [-0.45, -0.28, -0.09], [0.36, -0.28, -0.06], [-0.78, 1.49, 0.27], [0.54, 0.32, -1.30], [-0.26, 1.27, 0.54], [0.26, -0.24, 0.52], [-1.13, -1.44, 0.91], [-0.98, 0.14, -1.19], [0.43, 0.93, -0.15], [0.26, 0.43, -1.09], [-0.57, -1.97, -0.81], [0.48, 0.26, 0.31], [0.79, 1.09, -0.47], [-1.37, 0.22, -1.33], [0.72, -0.57, -2.23], [1.58, -1.75, 0.54], [0.93, -1.64, -0.35], [-1.64, -1.85, -0.53], [-0.42, -1.26, 1.47], [0.26, -0.97, 0.94], [0.46, -0.11, 0.52], [-0.23, -0.45, -0.17], [0.24, 0.03, 0.08], [-0.03, 0.50, -0.43], [-0.06, 0.76, 0.46], [-0.32, 0.14, 0.26], [-0.11, 0.45, -0.22], [-0.77, 0.50, 1.09], [0.93, -0.67, -0.56], [-1.68, 1.34, 0.21], [0.08, -2.35, -0.39], [0.30, -0.62, -0.34], [0.41, -1.01, 0.49], [-0.97, 0.39, 0.01], [0.04, 0.24, -0.60], [-1.19, 0.45, -0.15], [-0.71, 1.30, -0.01], [-0.62, 0.01, -0.23], [0.01, 1.33, -0.48], [-0.97, 1.79, -0.98], [-1.98, -0.02, 0.15], [0.82, -0.29, -0.26], [-0.26, 2.62, 0.52], [1.21, -0.84, 0.64], [-0.62, -0.44, 0.32], [0.20, -0.78, -1.03], [-0.69, 0.14, -0.37], [-1.25, -0.13, -1.22], [0.15, -0.10, 0.17], [0.49, 0.30, -0.14], [-0.14, -0.60, -0.81], [0.01, 0.12, -0.37], [0.96, 0.46, 1.20], [-0.49, -0.37, 0.54], [-0.02, 0.59, 0.19], [0.10, 0.14, -0.05], [-1.31, 0.76, 0.58], [-0.40, -1.13, -1.53], [-0.48, -1.79, -1.59], [-0.26, 0.02, 0.10], [-1.05, 0.75, 0.03], [0.12, 1.11, -0.46], [-0.25, -0.60, 0.26], [0.53, -0.74, 0.01], [0.14, 1.10, -0.01], [0.62, -0.59, 0.35], [-0.24, 0.63, 0.16], [0.09, -1.77, 0.40], [0.77, -0.42, 0.25], [-0.35, -0.39, -0.75], [0.65, -0.17, -0.61], [-0.50, 0.05, -0.18], [0.09, -0.08, 0.79], [-0.12, 0.50, -1.12], [-0.06, -0.50, 0.37], [-0.01, 1.11, 0.65], [0.31, -0.49, -0.24], [-0.43, 1.63, 0.81], [-0.62, -1.65, 1.21], [0.01, -0.31, -0.09], [-0.12, -0.53, -0.50], [-0.18, 1.83, -0.48], [-0.91, -1.11, 0.46], [0.32, -0.01, 0.53], [0.41, 0.41, -0.86], [2.10, 2.50, 0.77], [-0.52, 0.00, 0.20], [-0.40, -0.37, 0.55], [-0.32, -0.24, 0.88], [0.32, -0.76, 0.23], [-0.62, -0.40, 0.36]],
  "lowdin_charge": [0.041, 0.077, -0.203, 0.079, -0.232, 0.139, 0.074, -0.196, 0.091, 0.088, -0.210, 0.099, 0.061, -0.404, 0.058, 0.120, 0.100, 0.100, 0.098, 0.074, -0.052, 0.095, 0.109, 0.089, 0.082, 0.055, 0.070, -0.175, 0.135, -0.158, -0.408, 0.074, 0.019, 0.126, 0.054, 0.059, 0.073, 0.099, -0.069, -0.113, -0.240, 0.065, -0.064, -0.140, 0.042, 0.088, 0.039, 0.092, 0.099, -0.194, -0.038, 0.062, 0.075, 0.039, 0.074, 0.051, 0.061, 0.059, -0.039, 0.115, 0.146, 0.126, 0.079, 0.102, -0.045, -0.398, -0.190, 0.098, 0.079, 0.047, 0.049, -0.185, 0.052, 0.063, 0.102, 0.146, 0.039, 0.079, 0.066, 0.049, 0.082, -0.206, 0.094, 0.082, 0.056, 0.073, 0.083, 0.043, 0.083, 0.099, -0.107, -0.109, 0.081, -0.478, 0.083, 0.115, 0.082, -0.111, 0.075, 0.113, 0.070, -0.150, 0.050, 0.070, 0.111, -0.205, 0.085, 0.058, 0.154, 0.088, 0.118, 0.095, 0.106, 0.047, 0.059, -0.039, 0.065, 0.072, -0.135, 0.106, 0.043, 0.107, 0.107, -0.422, 0.085, 0.131, 0.017, 0.134, -0.176, 0.077, 0.109, 0.119, 0.105, -0.182, -0.212, -0.268, -0.227, 0.036, 0.140, 0.065, 0.099, 0.113, -0.199, 0.133, 0.124, 0.116, 0.070, 0.074, 0.092, 0.118, 0.072, -0.404, -0.160, 0.071, 0.077, 0.070, 0.130, -0.423, 0.139, -0.208, 0.082, -0.196, 0.091, 0.050, 0.044, 0.081, -0.065, 0.035, 0.077, 0.027, 0.075, 0.098, -0.053, -0.139, 0.096, 0.104, 0.075, 0.040, 0.064, 0.047, -0.061, 0.097, 0.070, -0.126, 0.055, 0.119, 0.046, -0.435, -0.240, 0.089, 0.060, 0.099, 0.101, 0.130, 0.111, -0.471, -0.154, -0.051, 0.004, -0.150, 0.135, 0.065, 0.046, 0.042, 0.092, 0.051, 0.065, 0.071, 0.079, -0.084, -0.064, -0.395, 0.084, -0.223, -0.031, 0.017, 0.090, -0.030, 0.114, -0.169, -0.037, -0.193, 0.084, 0.042, -0.207, -0.393, 0.106, 0.085, 0.110, 0.026, 0.039, 0.096, 0.072, -0.219, 0.090, 0.084, 0.077, -0.110, 0.036, -0.189, 0.082, -0.188, -0.414, 0.143, -0.444, 0.061, -0.206, 0.107, -0.034, 0.076, -0.110, 0.057, -0.394, 0.054, 0.100, -0.205, -0.046, 0.089, 0.105, -0.378, 0.086, 0.082, 0.029, 0.083, 0.137, 0.141, 0.058, -0.445, 0.127, -0.225, 0.120, -0.050]
}